No. 1
39
Properties=species:S:1:pos:R:3:forces:R:3:lowdin_charge:R:1 method="wB97M-V/def2-TZVPD" e_lumo_ev=-5.16 charge=+1 energy_ha=-1521.97396 homo_energy_ev=-12.64
C 4.3903 0.4312 0.4698 0.3927 -0.6086 -0.0234 -0.151
C 3.5499 1.0468 -0.7368 0.8980 -1.3558 0.3409 -0.517
S 2.2375 2.2463 -0.2399 -0.2734 0.2566 -0.2096 0.817
C 1.0146 1.4323 0.8734 0.9246 0.2784 -0.0193 -0.646
S 0.0818 0.0684 0.0264 -1.2264 -0.4787 0.4813 1.092
O -1.4101 0.6466 -0.4861 1.9762 -0.2370 0.3475 -0.340
H 3.9876 0.6884 1.4912 0.3663 -0.0836 -1.2051 0.030
H 5.4807 0.7485 0.4129 -1.4582 -0.2371 0.1012 0.089
H 4.3982 -0.7058 0.3995 -0.0582 1.4264 0.0548 0.087
H 4.2666 1.6158 -1.4130 -1.2994 -0.3044 0.8489 0.096
H 3.1695 0.1850 -1.3796 0.1720 1.2333 0.7392 0.072
H 0.2318 2.1780 1.2289 1.0192 -0.8339 -0.6477 0.093
H 1.5470 0.9918 1.7815 -0.9689 0.0668 -1.0043 0.021
H 0.8197 -0.1706 -1.1392 -0.9025 0.8825 0.5636 0.051
H -2.1220 0.1892 0.0147 0.6034 -0.0234 -0.1203 0.100
C 5.1509 0.3806 4.5678 -0.7257 0.1121 -0.1688 -0.036
C 3.7387 0.6026 4.1462 -0.7320 0.1163 -0.1071 -0.222
N 2.6362 0.7758 3.8206 1.6635 -0.2792 0.2831 0.131
H 5.2222 -0.5380 5.1509 -0.0752 0.0637 -0.0514 0.091
H 5.7901 0.2963 3.6883 -0.0967 0.0179 0.0242 0.080
H 5.4904 1.2183 5.1775 -0.0893 -0.0338 -0.0553 0.091
C -3.4157 0.5245 -3.0019 -0.3085 -0.5757 -0.5682 -0.065
C -3.8470 -0.5481 -3.9436 -0.2499 -0.5403 -0.4798 -0.234
N -4.1827 -1.3842 -4.6757 0.5423 1.2615 1.1340 0.151
H -4.2073 0.7225 -2.2780 -0.0087 -0.0253 -0.1066 0.084
H -2.5180 0.2110 -2.4723 -0.0648 -0.0171 -0.1746 0.038
H -3.2020 1.4396 -3.5546 -0.0336 -0.0803 0.0148 0.088
C -5.4476 -3.3851 -6.9631 -0.2388 -0.6267 -0.5347 -0.105
C -5.8784 -4.4599 -7.9037 -0.2440 -0.5617 -0.5106 -0.269
N -6.2137 -5.2972 -8.6361 0.5231 1.2788 1.1275 0.112
H -6.2383 -3.1867 -6.2397 0.0647 -0.0343 -0.0653 0.070
H -4.5491 -3.6962 -6.4313 -0.0893 0.0280 -0.0491 0.060
H -5.2347 -2.4710 -7.5172 -0.0178 -0.0874 0.0297 0.072
C -0.6263 1.2236 5.4778 -0.2460 -0.0422 0.7513 -0.085
C -1.1693 1.0993 6.8608 -0.3113 -0.0618 0.6999 -0.263
N -1.5920 1.0025 7.9380 0.6544 0.1413 -1.6564 0.127
H -0.9879 0.3988 4.8627 0.0078 0.0115 0.1089 0.069
H -0.9504 2.1666 5.0362 -0.0014 -0.0358 0.1013 0.074
H 0.4634 1.1979 5.5032 -0.0881 -0.0107 0.0058 0.047

No. 2
24
Properties=species:S:1:pos:R:3:forces:R:3:lowdin_charge:R:1 method="wB97M-V/def2-TZVPD" e_lumo_ev=-0.49 charge=0 energy_ha=-500.74145 homo_energy_ev=-8.32
C 1.0185 0.8438 -0.6847 -0.6269 0.1292 0.0863 -0.551
C -0.3014 -0.8648 0.8400 0.7768 0.7503 0.0375 -0.170
C 0.6201 1.9045 -1.6997 0.1545 -0.0839 0.1258 0.002
C -0.6618 -0.8885 2.2623 -0.5891 0.0328 -0.0096 -0.011
C 0.0542 -2.1446 0.1839 -0.4548 -0.0715 -0.2541 -0.025
C -1.5858 0.0673 -0.6632 0.0680 0.0749 -0.1745 0.059
C -0.2428 0.4928 0.2675 0.5314 -0.3989 0.0600 -0.576
O 1.9868 1.3296 0.2174 -0.2071 -0.1030 -0.1368 0.017
O 1.5881 -0.2399 -1.3773 0.0124 0.0241 0.1018 0.011
O -0.4745 1.4903 1.0702 -0.0536 -0.2065 -0.1196 -0.131
H 1.4513 1.7947 0.8940 -0.0340 -0.0959 -0.0617 0.103
H 2.3751 -0.4968 -0.8809 -0.0379 0.0481 0.0175 0.113
H 0.0196 1.4762 -2.5017 -0.0100 -0.0129 0.0098 0.084
H 0.0688 2.7015 -1.2035 -0.0236 -0.0249 0.0166 0.093
H 1.5368 2.3113 -2.1257 -0.0216 -0.0036 -0.0276 0.093
H -0.8154 -1.8845 2.6736 0.0223 0.0221 -0.0353 0.091
H 0.1239 -0.3371 2.7990 0.0367 -0.0341 -0.1558 0.124
H -1.5313 -0.2389 2.4199 0.0661 -0.0787 0.0135 0.111
H 0.9036 -2.5839 0.7204 -0.0368 0.1406 0.0273 0.115
H -0.7739 -2.8526 0.3063 0.0504 -0.0059 0.0516 0.105
H 0.2946 -2.0483 -0.8677 0.0764 0.0305 0.0599 0.076
H -2.4415 -0.3342 -0.1217 0.1319 -0.1760 0.1349 0.090
H -1.8931 1.0506 -1.0085 0.1920 0.1562 0.1206 0.092
H -1.3198 -0.5486 -1.5198 -0.0237 -0.1129 0.1118 0.085

No. 3
14
Properties=species:S:1:pos:R:3:forces:R:3:lowdin_charge:R:1 method="wB97M-V/def2-TZVPD" e_lumo_ev=1.11 charge=-1 energy_ha=-436.35239 homo_energy_ev=-4.06
C 2.1907 -0.9693 -0.4556 2.0457 -2.9613 5.4679 0.138
C 1.7457 0.2963 -0.6487 -4.9030 5.0606 -0.4215 -0.748
N 0.5855 0.7393 0.1026 0.0404 -0.1831 -1.4112 0.040
C -0.5308 0.3027 1.0102 0.3065 1.0934 0.8351 -0.119
C -1.9466 -0.3712 0.5213 1.6492 -1.7616 0.0895 -0.674
O -2.6755 0.3602 -0.1878 0.6185 -1.0426 0.9981 -0.086
O -2.0206 -1.5850 0.9617 -0.6282 2.6044 -1.1035 -0.143
O 2.1261 1.0915 -1.5335 0.2016 -0.1559 0.0431 -0.098
H 3.1674 -1.2259 -0.7251 1.0568 -0.6870 -1.5719 0.008
H 1.7537 -1.6532 0.3837 0.5168 1.4872 -1.6685 0.115
H 3.3798 0.6113 0.1887 -1.1529 -2.3446 -0.1677 0.279
H 0.2869 1.5772 -0.3392 0.1406 0.7622 -0.5540 0.095
H 0.0228 -0.2465 1.7710 -0.7585 -0.5688 0.2460 0.076
H -0.9034 1.2772 1.5171 0.8666 -1.3030 -0.7814 0.117

Copy entry 3 word for word.
14
Properties=species:S:1:pos:R:3:forces:R:3:lowdin_charge:R:1 method="wB97M-V/def2-TZVPD" e_lumo_ev=1.11 charge=-1 energy_ha=-436.35239 homo_energy_ev=-4.06
C 2.1907 -0.9693 -0.4556 2.0457 -2.9613 5.4679 0.138
C 1.7457 0.2963 -0.6487 -4.9030 5.0606 -0.4215 -0.748
N 0.5855 0.7393 0.1026 0.0404 -0.1831 -1.4112 0.040
C -0.5308 0.3027 1.0102 0.3065 1.0934 0.8351 -0.119
C -1.9466 -0.3712 0.5213 1.6492 -1.7616 0.0895 -0.674
O -2.6755 0.3602 -0.1878 0.6185 -1.0426 0.9981 -0.086
O -2.0206 -1.5850 0.9617 -0.6282 2.6044 -1.1035 -0.143
O 2.1261 1.0915 -1.5335 0.2016 -0.1559 0.0431 -0.098
H 3.1674 -1.2259 -0.7251 1.0568 -0.6870 -1.5719 0.008
H 1.7537 -1.6532 0.3837 0.5168 1.4872 -1.6685 0.115
H 3.3798 0.6113 0.1887 -1.1529 -2.3446 -0.1677 0.279
H 0.2869 1.5772 -0.3392 0.1406 0.7622 -0.5540 0.095
H 0.0228 -0.2465 1.7710 -0.7585 -0.5688 0.2460 0.076
H -0.9034 1.2772 1.5171 0.8666 -1.3030 -0.7814 0.117